# 1
A single C7H6N4O2 molecule, computed with wB97M-V/def2-TZVPD.

Calculated values
ΔE to the lowest compared entry with this formula, charge and spin = 97.6 kcal/mol
orbital gap = 7.62 eV
LUMO = -0.735 eV
HOMO level = -8.352 eV

XYZ file:
```
19
Properties=species:S:1:pos:R:3:forces:R:3:mulliken_charge:R:1
O 4.07356 1.32627 -0.93486 1.5001 -0.2666 2.3352 -0.43
N 3.29567 1.29267 0.31796 -1.0224 -0.2493 -1.5873 -0.13
C 1.97996 0.86823 -0.01468 0.9978 0.0044 3.1409 -0.24
N 1.07663 0.96210 0.89968 2.3877 1.0629 -1.7150 -0.51
C -0.15090 0.40734 0.71538 -0.1571 -0.5480 0.8554 0.25
C -0.86872 0.36616 1.86469 -0.2238 1.6117 1.3252 -0.39
C -2.24644 0.03854 2.00334 -2.6184 -2.2560 -0.6245 -0.37
C -2.92570 -0.64796 0.95339 0.9816 1.8315 -0.2936 -0.61
C -2.00193 -0.89127 -0.19766 -0.7472 0.1664 -2.8158 0.54
N -2.20350 -1.55146 -1.39117 -1.3533 -0.1887 3.2050 -0.43
O -1.08832 -1.59906 -2.04963 1.2463 1.6128 0.1947 -0.06
N -0.09396 -0.79502 -1.47607 -1.0550 0.1674 0.4623 -0.42
C -0.67918 -0.29212 -0.39127 -0.8172 -2.2088 -0.1342 0.64
H 4.98427 0.95635 -0.64009 -2.3438 0.8406 -0.6786 0.35
H 3.22850 2.18687 0.82036 0.6259 -0.1215 -0.5912 0.32
H 1.95802 0.24120 -0.84953 -0.3188 -0.6392 -1.6680 0.50
H -0.27776 0.87084 2.65930 -0.9900 -0.5676 -0.1700 0.39
H -2.85102 0.16959 2.97003 1.3139 0.1816 -1.5304 0.29
H -4.09033 -0.69419 0.86389 2.5936 -0.4337 0.2898 0.31
```
Positions in Å, forces in eV/Å.



# 2
A single C2H4BNO3S molecule, computed with wB97M-V/def2-TZVPD.

Calculated values
orbital gap = 9.20 eV
LUMO = -1.630 eV
HOMO level = -10.829 eV

XYZ file:
```
12
Properties=species:S:1:pos:R:3:forces:R:3:mulliken_charge:R:1
C 1.77510 -0.35620 0.46928 -0.5668 -0.0192 -0.0389 -0.96
S 0.54020 0.05054 -0.76130 0.6376 -0.0867 -0.7433 1.04
O 0.07140 -1.14314 -1.40367 -0.4304 -0.5850 0.3544 -0.63
O 1.10053 1.06561 -1.61332 0.0866 0.5887 0.1557 -0.64
B -0.82731 0.88785 0.24775 0.0078 0.4405 0.4778 0.50
O -1.79387 0.14447 0.92650 0.7273 0.9370 -0.4637 -0.40
C -2.62391 -0.37826 0.08611 -1.5580 -2.3038 0.0889 0.46
N -3.41980 -1.04237 -0.43293 0.5665 0.9821 -0.0587 -0.37
H 1.43648 -0.02875 1.43924 -0.1012 0.2924 0.4578 0.33
H 1.90416 -1.42018 0.51558 0.0272 -0.5373 -0.1640 0.33
H 2.67682 0.15344 0.19592 0.4482 0.2746 -0.1462 0.34
H -0.83980 2.06698 0.33084 0.1553 0.0167 0.0805 0.00
```
Positions in Å, forces in eV/Å.



# 3
A molecular structure, C25H41GdN3P2, computed with wB97M-V/def2-TZVPD.

Calculated values
orbital gap (spin up / spin down) = 6.77 / 5.29 eV
LUMO (spin up / spin down) = -2.650 / -4.653 eV
HOMO level (spin up / spin down) = -9.419 / -9.945 eV
spin multiplicity = 8
total charge = +1

XYZ file:
```
72
Properties=species:S:1:pos:R:3:forces:R:3:mulliken_charge:R:1
Gd 0.63572 -0.20926 -0.16044 1.9809 1.3820 3.4147 0.40
C 1.04301 2.02646 2.43448 1.0072 -0.5587 -0.0177 0.55
C 0.10966 0.99521 2.75951 0.5454 0.3795 0.1289 0.03
C 2.20218 0.26898 3.35529 -1.9335 -1.9259 0.6431 0.60
C 2.32864 1.57183 2.81060 -1.3207 1.9693 -0.9239 0.65
C 0.83909 -0.09749 3.31684 1.8016 -0.0933 -0.1653 0.58
C 0.71260 3.38235 1.94702 -0.0856 0.6732 -0.0572 -1.62
H -0.16176 3.37963 1.28881 0.0969 0.0734 0.0453 0.22
H 1.55203 3.80533 1.38556 -0.1919 0.0328 0.0402 0.39
H 0.49632 4.06984 2.78056 0.0270 -0.0938 -0.2545 0.33
C 3.57847 2.35892 2.76321 0.3981 0.1566 -0.2286 -1.31
H 3.48443 3.21684 2.09054 0.0381 -0.1108 0.1525 0.35
H 4.42889 1.75451 2.41955 -0.1145 0.0880 0.1400 0.22
H 3.84613 2.74813 3.75832 -0.0685 -0.1418 -0.1891 0.33
C 3.29439 -0.50704 3.97917 0.3631 -0.3072 -0.0296 -1.37
H 3.48716 -0.16812 5.00851 -0.0285 -0.0291 -0.2167 0.33
H 4.23669 -0.40680 3.42604 -0.1109 0.0098 0.1398 0.25
H 3.04090 -1.57028 4.02580 0.1007 0.1511 0.0536 0.34
C 0.25298 -1.32250 3.90001 -0.2384 -0.4985 0.3666 -1.46
H -0.09940 -1.14605 4.92858 0.0200 -0.1310 -0.2220 0.34
H 0.99453 -2.12705 3.94448 -0.1928 0.0752 0.0212 0.40
H -0.60172 -1.68512 3.31807 0.0448 0.0105 0.1231 0.14
C -1.36576 1.10863 2.75466 -0.6680 0.1019 -0.1760 -0.88
H -1.76749 1.28437 3.76926 0.2247 -0.1139 -0.2659 0.35
H -1.85852 0.19678 2.38071 0.1270 0.1269 0.1644 0.00
H -1.71284 1.94462 2.13705 0.1022 -0.1271 0.2025 0.36
C -0.55080 0.07655 -3.50691 -0.2639 -0.1463 -1.7655 0.78
C -1.51675 1.17948 -3.24880 -0.8060 3.0958 -1.1927 -0.59
C -2.96904 0.82831 -3.29448 -1.0662 -0.1102 -0.3697 -1.31
C -3.45187 -0.51846 -2.65642 -0.5035 0.4510 0.1372 -1.60
C -2.58475 -1.03189 -1.52796 -2.2613 -0.4289 -0.3549 -0.02
C -1.93391 -2.37524 -1.77296 -0.7554 0.2326 0.7499 -0.08
C -1.26399 -2.49411 -3.15626 -0.4679 -0.7261 0.2203 -1.12
C -1.03038 -1.28498 -4.08293 0.3123 0.0884 -0.6437 -1.37
H -3.24312 0.76979 -4.36190 -0.0289 0.2798 0.3075 0.47
H -3.55508 -1.30204 -3.39825 -0.1933 0.1119 -0.2736 0.46
H -3.55376 1.64028 -2.85337 -0.0058 -0.0467 -0.3276 0.48
H -1.93708 -1.14268 -4.69052 0.4358 0.1163 0.1257 0.33
H 0.34106 0.41326 -4.07520 -0.3883 -0.1599 0.3548 0.39
H -1.22230 2.14100 -3.65115 -1.0887 0.0298 -2.3116 0.78
H -0.24964 -1.64932 -4.77804 -0.4401 0.3937 0.1673 0.42
H -0.36834 -3.11865 -3.09762 0.0120 0.2219 0.0379 0.26
H -2.67503 -3.18509 -1.66990 -0.0870 0.2411 -0.3003 0.72
H -1.99374 -3.11059 -3.69235 0.3902 -0.0610 -0.2262 0.42
H -4.44196 -0.34335 -2.23103 -0.1300 0.0327 -0.4108 0.41
H -3.15665 -0.99233 -0.59087 0.3523 -0.0219 -0.1432 0.53
P -0.59350 1.94688 -1.72411 0.8779 -2.6799 1.6257 0.94
C 0.84731 2.74314 -2.59361 -0.3354 0.9221 -0.4500 -1.37
C -2.08034 2.52635 -0.82219 -0.7384 1.3862 0.5155 -0.99
P -1.01733 -2.57538 -0.21030 0.7886 1.8014 -1.1505 0.91
C -0.44090 0.11040 -2.08633 4.5829 -2.1273 -0.0260 0.17
C -2.28803 -2.75754 1.04136 -0.8170 -0.8876 0.9367 -1.32
C 0.09784 -3.93480 -0.48499 0.7436 -1.1287 0.7471 -1.26
H 1.82416 2.34665 -2.25943 -0.7726 0.0093 0.2116 0.36
H 0.85009 3.83337 -2.44462 0.0112 -0.2898 -0.0751 0.41
H 0.75751 2.54196 -3.67822 0.0004 0.2076 0.4391 0.54
H -2.93215 1.84005 -0.99432 0.6641 0.2979 -0.0890 0.26
H -2.35856 3.53381 -1.19426 -0.0860 -0.4467 0.1515 0.47
H -1.94602 2.61009 0.26975 0.2485 0.0178 -0.6565 0.02
H 0.20354 -4.28065 -1.53070 -0.3444 0.2620 0.6060 0.37
H -0.24637 -4.75635 0.15445 0.4478 -0.2267 -0.2441 0.42
H 1.09502 -3.59368 -0.13914 -0.4372 -0.5132 -0.1561 0.32
H 0.28597 -0.77161 -1.96237 0.4618 -0.7523 0.2827 -0.09
H -1.74029 -0.31582 -1.56001 -0.4870 -0.3402 1.1467 -0.49
H -1.76341 -3.09845 1.95044 -0.3634 0.0150 -0.2075 0.48
H -3.11078 -3.46857 0.80890 0.5814 0.2456 0.0529 0.43
H -2.77186 -1.79197 1.29521 0.5510 -0.4869 -0.2769 0.25
N 2.94461 -0.49466 -0.04084 0.8212 0.0145 0.3617 -0.64
C 4.10384 -0.53252 0.24785 0.6019 -0.0918 -0.0332 0.66
N 5.36057 -0.65733 0.38760 -2.1143 -0.1957 -1.0349 -0.70
C 6.21512 -0.31826 1.30689 1.8672 0.7146 2.0045 0.49
N 7.06477 -0.05775 2.07768 -1.6948 -0.4202 -1.3520 -0.52
```
Positions in Å, forces in eV/Å.



# 4
A molecular structure, C3H4N4O, computed with wB97M-V/def2-TZVPD.

Calculated values
ΔE to the lowest compared entry with this formula, charge and spin = 133.7 kcal/mol
orbital gap = 9.05 eV
LUMO = -0.344 eV
HOMO level = -9.396 eV

XYZ file:
```
12
Properties=species:S:1:pos:R:3:forces:R:3:mulliken_charge:R:1
C -1.31966 1.09439 -0.88918 -6.4402 2.0460 -0.5383 0.15
C 0.46837 0.27116 -0.02363 -0.2260 -2.8872 -0.2754 0.64
C 1.73998 -1.11287 0.80717 -0.4507 -2.2677 4.1838 -0.07
H -1.31491 1.87212 -2.82831 -3.0866 -0.5360 3.8284 0.29
H -1.91961 0.61751 0.21507 1.5716 1.8804 -3.7438 0.23
H 2.58293 -1.65399 1.14662 0.7713 -0.5880 0.1496 0.41
H 0.01464 -1.45881 2.25136 1.1856 -0.2273 1.1672 0.29
N -2.15471 1.65251 -1.84152 6.8503 -2.1100 0.1748 -0.55
N 0.05167 1.07488 -0.86059 -1.2776 1.5527 -1.2014 -0.51
N 1.79160 -0.12752 0.05679 -0.7709 0.9755 -0.3088 -0.36
N 0.46847 -1.53955 1.36178 0.2542 1.1967 -3.5055 -0.21
O -0.40877 -0.68983 0.60445 1.6189 0.9650 0.0694 -0.30
```
Positions in Å, forces in eV/Å.



# 5
2 unconnected molecules or ions with the total composition C6H14O, computed with wB97M-V/def2-TZVPD.

Calculated values
ΔE to the lowest compared entry with this formula, charge and spin = 38.0 kcal/mol
orbital gap = 10.78 eV
LUMO = 1.048 eV
HOMO level = -9.732 eV

XYZ file:
```
21
Properties=species:S:1:pos:R:3:forces:R:3:mulliken_charge:R:1
C 1.62241 -1.09803 1.71900 0.0165 0.1552 -0.0663 -0.88
C 1.61408 0.03792 1.02807 0.0144 -0.1471 0.1026 -0.01
C 0.49852 1.04363 1.05920 -0.0397 0.0115 0.0608 -0.47
C -0.18961 1.20349 -0.29069 0.2092 -0.1977 -0.0166 -0.35
O -1.17410 2.19969 -0.16365 0.0054 0.0314 0.1051 -0.31
C -1.86348 2.42542 -1.36354 -0.1812 0.0780 -0.2384 -0.71
H 0.79133 -1.37468 2.36541 0.1066 0.0831 -0.0720 0.27
H 2.44124 -1.80917 1.64859 -0.0797 0.1499 0.0044 0.30
H 2.45766 0.26693 0.37563 -0.0865 -0.0210 0.0786 0.29
H 0.88249 2.02748 1.35638 -0.0276 -0.1116 -0.0317 0.26
H -0.25091 0.75020 1.80209 0.0862 0.0272 -0.0756 0.25
H 0.54055 1.48745 -1.06855 -0.0604 -0.0235 0.0999 0.31
H -0.64284 0.24799 -0.60597 0.0327 0.1316 0.0566 0.21
H -1.18612 2.76303 -2.16238 -0.0515 -0.0321 0.0940 0.29
H -2.60551 3.20452 -1.17599 0.0938 -0.1031 -0.0330 0.25
H -2.37888 1.51767 -1.71119 0.0522 0.0814 0.0508 0.29
C -0.11360 -2.97849 -0.56615 -0.0070 -0.0248 0.0134 -0.85
H 0.23084 -3.77983 0.09006 -0.0733 0.0354 -0.0712 0.28
H 0.00189 -3.28234 -1.60594 -0.0365 -0.0147 0.0400 0.31
H -1.16311 -2.75978 -0.35915 0.1001 -0.0462 -0.0258 0.24
H 0.48713 -2.09310 -0.37121 -0.0736 -0.0630 -0.0757 0.05
```
Positions in Å, forces in eV/Å.



# 6
2 unconnected molecules or ions with the total composition C4H5NO2S4, computed with wB97M-V/def2-TZVPD.

Calculated values
ΔE to the lowest compared entry with this formula, charge and spin = 10.0 kcal/mol
orbital gap = 8.40 eV
LUMO = -0.240 eV
HOMO level = -8.645 eV

XYZ file:
```
16
Properties=species:S:1:pos:R:3:forces:R:3:mulliken_charge:R:1
C 1.66505 -0.05103 -0.50535 -2.1536 3.9567 0.0352 -0.31
C 2.35647 2.00331 -0.33649 -1.0926 -3.5492 0.2551 0.48
C 2.55916 -0.88801 -0.17021 1.8418 -1.0975 0.0139 0.30
C -0.53459 -1.91384 -0.20702 -0.6211 1.0128 0.8439 -0.98
N 1.42478 2.89355 -0.41707 -3.9497 -1.3155 -0.6362 -0.33
O -0.69656 0.66692 0.35411 0.0698 0.1673 0.4154 -0.62
O -0.44685 0.20592 -2.02323 0.1563 -1.0638 0.7114 -0.59
S 3.21924 -2.50661 -0.05177 -1.0575 -0.8871 0.0137 -0.19
S 3.87446 2.08156 0.05097 1.3909 0.1157 0.0482 -0.37
S 4.26114 -0.73524 0.14721 0.9244 0.8064 0.1701 -0.07
S -0.11214 -0.17129 -0.66081 0.9129 -0.0045 -0.2049 1.17
H 0.03371 -2.54254 -0.85352 0.2969 -0.5466 -0.6491 0.36
H -0.24150 -2.18546 0.89702 -0.9351 0.9797 -2.1225 0.32
H -1.63790 -1.93548 -0.50045 1.4279 -0.2783 0.8215 0.34
H 0.36708 2.63514 -0.47198 2.6875 0.4794 0.1102 0.26
H 1.68530 3.82193 -0.21918 0.1012 1.2244 0.1741 0.24
```
Positions in Å, forces in eV/Å.



# 7
A single C5H9N3 molecule, computed with wB97M-V/def2-TZVPD.

Calculated values
ΔE to the lowest compared entry with this formula, charge and spin = 103.2 kcal/mol
orbital gap (spin up / spin down) = 8.19 / 8.19 eV
LUMO (spin up / spin down) = 0.629 / 0.629 eV
HOMO level (spin up / spin down) = -7.556 / -7.557 eV

XYZ file:
```
17
Properties=species:S:1:pos:R:3:forces:R:3:mulliken_charge:R:1
C 0.83672 0.22787 1.29529 0.8937 -0.0908 0.1479 -0.93
C 0.49702 0.62825 -0.04712 -0.6472 -0.3784 1.1743 1.38
N 1.35684 -1.00235 1.43185 -0.1751 0.1038 -0.0978 -0.24
N 0.57839 2.01771 -0.33865 -0.0389 -0.0120 -0.0286 -0.61
C -0.94667 0.37873 0.78810 -0.6442 0.1226 -1.2057 -0.24
C -0.02305 -0.55401 -2.01491 0.0486 -0.0735 0.1190 -0.39
C -1.73815 -0.70090 0.69776 0.4938 0.3900 0.1393 -1.02
N 0.83146 -0.23663 -1.14315 0.0904 -0.1576 -0.2009 -0.52
H 1.56142 -1.61418 0.65006 0.0360 0.0502 0.0298 0.22
H 1.45486 -1.39183 2.35609 -0.0097 0.0794 -0.1709 0.24
H 1.44304 2.43062 -0.02069 -0.0687 -0.0338 -0.1012 0.24
H 0.39119 2.22663 -1.31011 0.0987 0.0017 0.1148 0.24
H -1.33496 1.34376 1.08113 -0.0119 -0.0509 0.0365 0.41
H 0.28112 -1.22578 -2.81664 -0.0104 0.0793 -0.0276 0.29
H -1.05822 -0.21166 -2.00568 -0.0800 0.0263 0.0452 0.33
H -1.34696 -1.67338 0.42884 0.0019 -0.0357 -0.1037 0.29
H -2.78404 -0.64284 0.96783 0.0229 -0.0208 0.1296 0.30
```
Positions in Å, forces in eV/Å.



# 8
5 unconnected molecules or ions with the total composition CH11NO5, computed with wB97M-V/def2-TZVPD.

Calculated values
ΔE to the lowest compared entry with this formula, charge and spin = 36.2 kcal/mol
orbital gap = 11.19 eV
LUMO = 0.610 eV
HOMO level = -10.577 eV

XYZ file:
```
18
Properties=species:S:1:pos:R:3:forces:R:3:mulliken_charge:R:1
N -2.94121 0.89508 1.22631 1.9039 -3.4181 -0.7145 -0.31
C -1.57834 0.82158 1.39162 -0.3188 1.2176 3.8992 0.21
O -0.94699 -0.10094 1.95191 -1.1531 0.7747 -2.2483 -0.63
H -3.39695 1.77831 1.18639 -0.3737 0.1610 -0.5899 0.22
H -3.33876 -0.05444 1.01862 -0.3013 1.8698 0.5119 0.25
H -1.15467 1.84986 1.45846 0.2414 -0.4702 -0.7864 0.28
O -0.63085 0.64549 -2.86482 1.6934 -0.1661 -0.1070 -0.67
H 0.36508 0.77536 -2.96990 -2.1745 -0.4476 0.2281 0.31
H -0.73151 -0.32964 -2.78525 0.4536 0.7956 -0.1382 0.36
O 0.54202 -1.98345 -2.63964 0.6856 0.2451 1.9845 -0.71
H 0.45900 -1.88265 -1.61554 0.1478 -0.2967 -2.2484 0.41
H 1.49256 -1.88376 -2.85721 -0.8952 -0.1159 0.3228 0.32
O 4.77573 2.06238 2.02949 0.2650 0.3186 -1.0696 -0.62
H 5.07553 1.18254 1.84072 0.4250 -0.6752 -0.7911 0.31
H 4.53097 1.92976 2.91913 -0.6949 0.3567 1.8592 0.31
O -0.59551 -1.82859 -0.11465 -0.0991 1.3366 2.8361 -0.70
H -0.66512 -1.37620 0.83740 0.5276 -0.7804 -2.5880 0.37
H -1.26099 -2.50069 -0.01304 -0.3326 -0.7053 -0.3604 0.28
```
Positions in Å, forces in eV/Å.